Computed, not measured: a structure of composition C19H32BeN2S2Si4, with ωB97M-V/def2-TZVPD.

XYZ file:
```
60
Properties=species:S:1:pos:R:3:forces:R:3:lowdin_charge:R:1
Be -0.37646 -0.38020 0.77904 -0.24 0.40 -0.17 -0.2818
S 1.52350 -1.24195 0.31550 -0.13 0.01 -0.06 0.6142
C 1.60798 -1.13424 2.02707 0.51 -0.22 0.31 -1.1184
S 0.14424 -0.71826 2.82094 -0.09 0.12 -0.10 0.6424
C 2.79772 -1.35209 2.73807 -0.26 0.06 -0.13 -0.4131
C 4.01555 -1.67743 2.09759 0.23 -0.09 -0.21 -0.2996
N 5.02732 -1.94521 1.60601 -0.05 0.00 0.03 0.1050
C 2.85255 -1.24493 4.14831 -0.01 0.11 0.28 -0.2973
N 2.93698 -1.15414 5.29779 -0.01 -0.06 -0.04 0.1043
C 3.36538 2.43301 0.96661 -0.25 -0.11 0.07 -0.2176
Si 2.04998 2.88387 -0.32926 0.50 0.01 -0.15 0.3280
C 2.66451 2.07375 -1.94357 -0.24 -0.08 0.07 -0.2344
C 2.29231 4.76098 -0.64895 -0.33 -0.12 0.10 -0.2270
Si -0.09062 2.07257 0.27455 0.13 0.19 0.09 0.4163
Si -1.45170 3.03044 -1.39930 -0.40 0.17 -0.47 0.3387
C -3.30111 2.66438 -1.11757 0.18 -0.15 0.23 -0.2207
C -1.42357 4.91541 -1.77631 0.21 -0.12 0.31 -0.2286
C -1.04305 2.29526 -3.11713 0.15 -0.15 0.22 -0.2363
Si -0.62082 3.38866 2.15997 -0.17 0.28 0.30 0.3216
C -2.41144 2.98536 2.67006 0.07 -0.08 -0.08 -0.2266
C 0.48286 3.04656 3.66642 0.06 -0.16 -0.18 -0.2300
C -0.58582 5.29888 2.01220 0.03 -0.17 -0.28 -0.2291
H 4.37837 2.70316 0.65527 -0.03 0.07 -0.11 0.0198
H 3.35295 1.35253 1.13875 -0.02 0.01 0.02 0.0100
H 3.16688 2.91614 1.92729 0.01 -0.01 -0.02 0.0043
H 3.71950 2.28715 -2.13851 0.02 0.07 0.08 0.0161
H 2.08444 2.41400 -2.80645 0.00 -0.01 0.02 -0.0016
H 2.54996 0.98832 -1.87386 0.01 0.02 0.00 0.0070
H 3.32738 5.01439 -0.89623 0.06 -0.14 0.02 0.0138
H 2.00156 5.34727 0.22724 0.02 0.00 -0.04 -0.0032
H 1.66065 5.08607 -1.48027 0.04 0.02 0.03 -0.0063
H -3.70589 3.29671 -0.32179 0.01 0.01 -0.01 0.0057
H -3.43281 1.62488 -0.80295 -0.03 0.03 -0.01 -0.0008
H -3.90578 2.82294 -2.01548 0.09 0.06 -0.06 0.0182
H -1.72382 5.50158 -0.90276 0.00 -0.01 -0.07 -0.0041
H -2.09359 5.17315 -2.60235 -0.06 -0.13 -0.02 0.0141
H -0.41589 5.23797 -2.05095 -0.04 0.02 0.00 -0.0058
H -0.87501 1.21674 -3.04767 -0.01 0.02 -0.02 0.0105
H -0.12634 2.74544 -3.50903 0.00 -0.02 0.00 0.0013
H -1.84077 2.46756 -3.84546 -0.06 0.07 0.06 0.0136
H -2.55249 1.90187 2.68152 -0.02 -0.01 0.00 0.0064
H -3.11682 3.39334 1.93994 0.02 -0.02 0.01 0.0038
H -2.68358 3.37316 3.65651 0.09 0.06 0.01 0.0160
H 0.48555 1.98133 3.90007 0.03 -0.07 0.00 -0.0151
H 0.16623 3.58686 4.56386 -0.11 0.09 -0.08 0.0174
H 1.51904 3.32733 3.45603 -0.03 0.01 0.01 0.0045
H -1.26134 5.63442 1.21965 0.05 0.03 0.06 -0.0056
H 0.41919 5.64414 1.75412 -0.04 0.02 0.02 -0.0020
H -0.88198 5.78901 2.94450 -0.02 -0.09 0.06 0.0133
C -4.73150 -1.02370 -0.56943 -0.02 -0.02 -0.01 -0.1468
C -4.40858 -0.82394 0.76653 -0.09 -0.01 -0.02 -0.1294
C -3.07811 -0.72929 1.15422 0.10 -0.05 0.05 -0.1522
C -2.01012 -0.80464 0.24719 0.07 0.18 -0.08 -0.2481
C -2.38255 -1.01491 -1.08961 0.15 -0.06 0.01 -0.1481
C -3.70496 -1.13078 -1.49912 -0.04 -0.02 -0.03 -0.1384
H -5.76774 -1.09175 -0.88355 0.00 0.01 0.01 0.0794
H -5.20116 -0.72926 1.50295 0.02 -0.02 0.02 0.0844
H -2.85515 -0.58933 2.20971 -0.03 0.04 -0.01 0.0689
H -1.59923 -1.08131 -1.84220 -0.04 0.02 -0.03 0.0843
H -3.94381 -1.28273 -2.54764 0.03 -0.01 0.00 0.0846
```
Forces are in eV/Å.

## Properties
- net charge = -2
- E_LUMO (eV) = 4.8
- maximum force (hartree/bohr) = 0.0124
- E_HOMO (eV) = -1.5
- HOMO-LUMO gap (eV) = 6.39

Computed, not measured: the molecule C5H8O2, with ωB97M-V/def2-TZVPD.

XYZ file:
```
15
Properties=species:S:1:pos:R:3:forces:R:3:lowdin_charge:R:1
O -1.02706 1.91434 -1.17734 0.42 -0.32 0.17 0.1117
C -0.15358 1.20975 -0.74687 -0.32 0.28 -0.18 -0.3688
C 1.24043 0.81917 -1.23512 0.04 0.06 -0.12 -0.0748
C 1.24922 -0.28171 -0.13898 0.14 -0.16 0.07 -0.1170
C -0.07903 0.26281 0.45308 -0.10 -0.01 0.10 -0.2186
C -1.26979 -0.65661 0.62489 -0.02 0.25 -0.37 -0.2380
O -1.11592 -1.36426 1.83953 -0.19 -0.20 0.11 -0.0561
H 1.28246 0.49376 -2.27920 -0.01 0.05 0.15 0.1160
H 1.97670 1.61674 -1.08896 -0.12 -0.09 0.00 0.1183
H 2.10524 -0.26304 0.53831 -0.14 -0.01 -0.11 0.1070
H 1.14515 -1.29233 -0.54474 -0.01 0.15 0.06 0.1121
H 0.07072 0.81980 1.38667 -0.01 -0.02 -0.14 0.1610
H -2.18338 -0.04328 0.62200 0.14 -0.10 0.06 0.1285
H -1.32856 -1.34590 -0.23411 0.01 0.09 0.14 0.1296
H -1.91262 -1.88923 1.98084 0.17 0.03 0.04 0.0891
```
Forces are in eV/Å.

## Properties
- net charge = 0
- E_LUMO (eV) = 0.9
- maximum force (hartree/bohr) = 0.0108
- SMILES string = O=C1CC[C@@H]1CO
- E_HOMO (eV) = -9.6
- relative energy (zero: lowest compared OMol25 entry of this formula, charge and spin) (kcal per mole) = 27.3
- HOMO-LUMO gap (eV) = 10.45

Computed, not measured: a structure of composition C21H54F9NO16S3Sn, with ωB97M-V/def2-TZVPD.

XYZ file:
```
105
Properties=species:S:1:pos:R:3:forces:R:3:lowdin_charge:R:1
Sn 2.80002 -0.37553 -3.68487 -0.84 0.24 0.93 1.1487
C 0.97942 -3.50148 -0.61301 1.04 -0.22 0.74 -0.5878
F 1.55177 -4.26178 0.36466 -0.50 0.57 -1.16 0.1075
F -0.26830 -3.93906 -0.80357 0.73 0.48 -0.07 0.1460
F 1.00753 -2.23353 -0.18755 -0.41 -0.86 -0.47 0.1200
S 1.96824 -3.62995 -2.26937 -0.95 -0.88 -0.52 0.6605
O 2.11945 -5.05341 -2.57275 -0.06 2.16 0.66 -0.2907
O 1.13356 -2.89059 -3.21096 1.45 0.43 1.05 -0.4086
N 3.45183 -2.78615 -1.96357 -4.21 -0.31 -0.97 -0.3710
S 4.50063 -3.91980 -1.80224 3.89 -2.11 1.67 0.5442
O 4.17676 -4.92500 -0.79631 0.55 1.50 -0.62 -0.3002
O 5.04909 -4.39340 -3.04101 -0.01 0.19 -0.16 -0.2920
C 5.98977 -2.82062 -1.10145 -1.48 -2.11 -0.71 -0.6080
F 7.02789 -3.67334 -0.93562 -0.32 0.98 -0.50 0.1133
F 6.24148 -1.86167 -2.00617 0.46 -0.32 0.74 0.1143
F 5.71907 -2.30394 0.08727 0.11 0.37 -0.10 0.1353
C -0.44871 1.07258 0.45263 0.58 -0.94 -3.01 -0.6446
F -0.66225 -0.06745 1.08308 -0.22 -0.45 0.39 0.1295
F -1.25141 1.98736 0.92778 -0.25 0.68 0.36 0.1525
F 0.83230 1.40196 0.62911 0.06 0.51 0.30 0.1177
S -0.70664 0.71769 -1.48807 -0.37 -0.51 -0.99 0.5706
O 0.48711 -0.06764 -1.85165 -0.23 0.83 0.30 -0.4351
O -1.94511 -0.03715 -1.53536 0.81 0.63 0.53 -0.2866
O -0.78308 2.00258 -2.25543 0.25 -0.83 1.60 -0.3544
C 2.12413 4.23797 -1.55350 1.25 0.74 0.12 -0.0884
C 2.20273 3.90032 -3.02126 -0.26 0.36 0.54 -0.3222
O 1.64032 2.61228 -3.14167 1.36 -0.16 -1.47 -0.1678
H 2.68698 5.13276 -1.28770 -0.03 0.45 -0.24 0.0662
H 2.69848 3.45879 -1.05241 -0.78 -0.30 0.47 0.0704
H 1.09274 4.41821 -1.25044 0.07 -0.58 0.29 0.0780
H 3.22626 3.92659 -3.39516 0.12 -0.49 0.12 0.1086
H 1.70364 4.68278 -3.59289 -0.49 -0.16 -0.36 0.1059
H 0.72174 2.63042 -2.86333 -0.81 -0.33 0.32 0.0102
C 1.20959 1.08346 3.75232 -0.25 0.43 0.01 -0.0783
C 0.29950 2.35326 3.93265 1.22 -1.64 -0.59 -0.2865
O 0.79766 3.23261 4.92839 -0.88 -0.49 0.16 -0.0820
H 1.29985 0.51296 4.67671 0.02 0.26 0.26 0.0686
H 2.21330 1.31924 3.39866 0.07 0.21 0.08 0.0527
H 0.81191 0.37057 3.03000 -0.27 0.24 -0.12 0.0302
H -0.67693 1.92161 4.15256 -0.18 0.67 0.63 0.1084
H 0.20204 2.84778 2.96619 0.05 0.21 -0.05 0.0908
H 1.61491 3.61423 4.59967 0.23 0.13 -0.26 0.0320
C -2.88739 4.19407 -0.45272 -0.85 0.77 -1.37 -0.0615
C -3.68966 4.03478 -1.80929 0.09 0.16 1.52 -0.3273
O -3.45153 2.83346 -2.43247 -0.06 -0.87 -0.27 -0.0729
H -3.11053 3.38864 0.24699 0.08 -0.08 -0.30 0.0460
H -3.23761 5.12530 -0.00747 0.08 0.15 0.21 0.0610
H -1.81728 4.29914 -0.63136 0.04 -0.26 0.06 0.0549
H -3.51662 4.80379 -2.56214 0.17 0.84 0.45 0.1004
H -4.74272 4.05459 -1.52864 -0.23 0.12 -0.14 0.0868
H -2.49705 2.73232 -2.41414 0.45 -0.70 -0.24 0.0203
C -4.03596 -4.18358 -0.74890 1.08 -0.49 1.01 -0.0762
C -3.72189 -2.74408 -0.32664 -0.15 -1.12 -0.64 -0.3353
O -4.75076 -1.95759 -0.80663 -0.98 1.45 -0.44 -0.0688
H -3.28728 -4.81783 -0.27425 0.28 -0.36 -0.19 0.0614
H -4.00083 -4.33773 -1.82737 -0.03 0.30 0.05 0.0613
H -4.97346 -4.57446 -0.35340 -0.33 0.35 -0.02 0.0650
H -2.79220 -2.42547 -0.79808 -0.03 0.17 0.10 0.0911
H -3.65898 -2.58729 0.75019 0.39 -0.44 0.29 0.1014
H -5.53425 -2.23801 -0.32797 -0.23 0.19 -0.15 0.0804
C -1.01391 -3.11419 2.72945 -0.20 0.35 -0.61 -0.0802
C -0.64184 -2.61361 4.13689 -0.67 -2.02 -1.23 -0.2682
O -0.06483 -3.76817 4.78987 0.36 0.81 0.12 -0.0959
H -0.15463 -3.52234 2.19735 0.25 0.14 0.26 0.0583
H -1.43037 -2.34277 2.08170 0.20 0.46 0.16 0.0523
H -1.77641 -3.88849 2.64490 -0.02 -0.21 0.81 0.0734
H -1.54744 -2.38881 4.70031 0.05 0.72 -0.08 0.1062
H 0.07362 -1.79718 4.03863 -0.13 0.12 0.29 0.0935
H 0.45385 -3.38768 5.50247 0.16 -0.36 0.26 0.0679
C 3.25725 -1.16668 1.61644 1.28 0.80 -0.04 -0.0479
C 3.91787 -0.13246 0.62635 -0.86 -0.35 1.94 -0.3160
O 3.39290 -0.39755 -0.60073 -0.64 0.37 -2.34 -0.1938
H 2.19971 -0.92474 1.72215 0.12 -0.03 -0.01 0.0503
H 3.75781 -1.15425 2.58463 -0.14 0.16 0.24 0.0710
H 3.35782 -2.19191 1.26024 -0.01 0.04 -0.26 0.0601
H 5.00495 -0.08502 0.56232 0.20 -0.36 0.57 0.1001
H 3.57642 0.86708 0.89547 0.02 0.13 0.17 0.0873
H 3.54563 -1.31831 -0.82539 -0.08 -0.29 -0.05 -0.0235
C 3.81665 3.63052 1.93253 0.77 0.83 0.27 -0.0893
C 3.82558 4.97147 2.66657 -1.28 -0.96 -0.70 -0.2849
O 2.74108 4.87776 3.59738 0.45 0.55 0.45 -0.0931
H 4.62963 3.76436 1.21892 -0.14 -0.71 -0.48 0.0784
H 2.84757 3.43253 1.47451 0.17 0.16 -0.20 0.0662
H 4.04151 2.80195 2.60411 0.13 0.08 0.05 0.0695
H 3.58801 5.76114 1.95378 0.08 0.11 -0.15 0.1074
H 4.80878 5.19930 3.07829 -0.10 -0.10 0.57 0.1076
H 2.34931 5.74868 3.69547 -0.08 0.01 0.20 0.0925
C -4.73761 1.12985 1.16516 -0.97 0.69 0.02 -0.0648
C -5.92593 1.88001 0.45024 1.68 -1.04 0.68 -0.3086
O -6.05836 1.31802 -0.83093 -0.44 0.16 -0.25 -0.0688
H -5.02795 0.17209 1.59701 -0.18 -0.07 -0.26 0.0607
H -4.38668 1.73597 2.00037 0.07 0.13 0.07 0.0611
H -3.90208 0.96233 0.48550 -0.20 0.07 -0.21 0.0599
H -5.66820 2.93654 0.37666 0.04 0.23 0.05 0.0853
H -6.87087 1.78474 0.98512 -0.01 -0.01 0.42 0.0981
H -6.70614 1.88331 -1.25805 -0.03 -0.20 -0.53 0.0779
C -1.49027 -4.37134 -4.03541 -0.30 -0.60 1.04 -0.0813
C -2.11612 -2.98086 -4.00962 1.52 0.07 -1.17 -0.3269
O -3.49676 -3.02019 -4.20280 -1.08 -0.10 0.38 -0.0674
H -1.85309 -4.89630 -3.15173 0.00 -0.20 0.19 0.0626
H -0.40332 -4.43944 -3.99080 -0.14 0.45 -0.13 0.0446
H -1.82186 -4.99664 -4.86435 -0.13 0.30 -0.38 0.0684
H -1.67780 -2.41533 -4.83190 0.24 0.30 -0.17 0.1063
H -1.87677 -2.39289 -3.12357 -0.25 -0.31 0.22 0.1004
H -3.66956 -3.44710 -5.04511 0.02 -0.03 -0.03 0.0781
```
Forces are in eV/Å.

## Properties
- ⟨S²⟩ = 0.75
- net charge = -1
- E_LUMO (spin up / spin down) (eV) = 1.0 / 1.1
- maximum force (hartree/bohr) = 0.0919
- E_HOMO (spin up / spin down) (eV) = -5.0 / -7.2
- spin multiplicity = 2
- HOMO-LUMO gap (spin up / spin down) (eV) = 5.93 / 8.25

Computed, not measured: the ion C5H10NS with charge +1, with ωB97M-V/def2-TZVPD.

XYZ file:
```
17
Properties=species:S:1:pos:R:3:forces:R:3:lowdin_charge:R:1
C 0.22968 -1.78348 0.34199 -1.66 -1.66 -0.21 -0.0686
C 0.09344 -0.39096 0.83869 0.90 -1.28 -0.64 -0.1947
C -1.00107 0.44428 0.28448 -0.59 2.20 2.45 -0.2684
C -2.19502 0.09825 -0.57146 -0.26 2.93 0.59 -0.5252
S -1.96340 -0.98549 -1.69226 -1.38 -0.47 -1.61 0.8894
N 0.29000 0.49760 -0.34625 3.82 1.13 -1.34 -0.0946
C 1.41717 1.48288 -0.16927 1.82 0.17 0.95 0.0191
H 1.14407 -2.00334 -0.16041 0.86 0.22 -0.46 0.0883
H -0.62721 -2.03587 -0.37152 1.60 0.41 1.12 0.0116
H 0.15267 -2.55843 1.07021 -0.06 -0.22 1.08 0.0872
H 0.59757 0.01637 1.78271 -0.77 -0.94 -1.52 0.1879
H -0.95852 1.23451 1.09227 -1.39 -0.01 -1.69 0.1797
H -3.04776 0.92289 -0.54524 1.39 -2.25 0.23 0.1304
H 0.54420 0.04547 -1.26448 -1.62 -0.21 1.25 0.1885
H 1.37649 1.78749 0.91755 0.25 0.08 -1.39 0.1113
H 2.39481 0.87038 -0.33828 -1.78 0.86 0.54 0.1407
H 1.55288 2.35744 -0.86874 -1.12 -0.96 0.65 0.1173
```
Forces are in eV/Å.

## Properties
- net charge = +1
- E_LUMO (eV) = -5.0
- maximum force (hartree/bohr) = 0.0817
- SMILES string = C[C@@H]1[C@H](C=S)[N@H+]1C
- E_HOMO (eV) = -13.1
- relative energy (zero: lowest compared OMol25 entry of this formula, charge and spin) (kcal per mole) = 92.6
- HOMO-LUMO gap (eV) = 8.15